DFT (ωB97M-V with the def2-TZVPD basis set) results for a single C9H13NO molecule.

```
! wB97M-V def2-TZVPD RIJCOSX def2/J DEFGRID3
* xyz 0 1
H 2.96 -2.03 0.71
H 2.95 2.04 -0.54
C -3.39 -0.42 0.07
H -1.35 0.48 -1.59
N -1.79 1.21 0.87
H 4.76 0.95 0.30
C 1.09 1.00 -0.74
H -3.52 -1.43 -0.34
H 0.57 -2.22 0.10
C 2.42 -1.19 0.31
H -1.58 -0.91 1.12
H -2.32 1.33 1.73
C -1.92 -0.16 0.38
H -3.99 -0.34 0.97
C -1.06 -0.31 -0.89
H -1.27 -1.28 -1.34
C 0.40 -0.20 -0.56
C 2.43 1.10 -0.40
H -3.75 0.30 -0.66
C 3.10 0.01 0.13
C 1.09 -1.29 -0.04
O 4.42 0.07 0.48
H 0.57 1.85 -1.14
H -0.82 1.42 1.07
*
```

Results
energy above the lowest of the compared OMol25 structures with the same formula, charge and spin	28.09	kJ/mol
SMILES	C[C@H](N)Cc1ccc(O)cc1
lowest unoccupied orbital energy	0.031	hartree
HOMO-LUMO gap	0.3408	Ha
strongest force on any atom	0.445	eV Å⁻¹

***

DFT (ωB97M-V with the def2-TZVPD basis set) results for a single C6H7ClIN molecule at a distorted geometry.

```
! wB97M-V def2-TZVPD RIJCOSX def2/J DEFGRID3
* xyz 0 1
H 0.86 -1.84 1.68
H -1.10 0.22 1.28
C 1.72 -1.61 0.92
C -0.70 1.62 -0.90
C -1.62 0.46 -0.72
H -0.97 2.40 -1.65
N 1.04 0.69 0.45
H 2.64 -1.31 1.57
I -2.94 -0.13 -2.18
C 0.52 1.71 -0.29
H 0.99 2.73 -0.27
C 1.14 -0.50 0.11
C -1.76 -0.15 0.50
Cl 0.91 -1.08 -1.56
H 1.91 -2.56 0.33
H -2.65 -0.65 0.69
*
```

Results
energy above the lowest of the compared OMol25 structures with the same formula, charge and spin	80.41	kJ/mol
SMILES	C=C(I)/C=C\N=C(\C)Cl
lowest unoccupied orbital energy	-0.002	hartree
HOMO-LUMO gap	0.3048	Ha
strongest force on any atom	3.900	eV Å⁻¹

***

DFT (ωB97M-V with the def2-TZVPD basis set) results for a gas-phase ion, H2NOS2 (charge -1) at a distorted geometry.

```
! wB97M-V def2-TZVPD RIJCOSX def2/J DEFGRID3
* xyz -1 1
S 0.20 0.20 -0.22
N -1.02 -0.01 0.72
S 1.97 -1.12 -0.08
H -0.36 0.01 -1.53
H -1.15 -0.70 1.48
O 0.35 1.62 -0.36
*
```

Results
energy above the lowest of the compared OMol25 structures with the same formula, charge and spin	115.56	kJ/mol
SMILES	N=[S@@H]([O-])=S
lowest unoccupied orbital energy	0.140	hartree
HOMO-LUMO gap	0.2856	Ha
strongest force on any atom	2.831	eV Å⁻¹

***

DFT (ωB97M-V with the def2-TZVPD basis set) results for 2 unconnected molecules or ions with the total composition CH2ClOP at a distorted geometry.

```
! wB97M-V def2-TZVPD RIJCOSX def2/J DEFGRID3
* xyz 0 1
Cl 0.09 2.30 -0.67
H 0.36 -0.98 -1.20
C -0.37 0.96 0.34
O -1.23 0.96 1.14
P 1.11 -1.27 -0.20
H 0.05 -1.98 0.61
*
```

Results
energy above the lowest of the compared OMol25 structures with the same formula, charge and spin	251.78	kJ/mol
lowest unoccupied orbital energy (alpha / beta)	-0.054 / -0.051	hartree
HOMO-LUMO gap (alpha / beta)	0.2776 / 0.2879	Ha
strongest force on any atom	4.423	eV Å⁻¹

***

DFT (ωB97M-V with the def2-TZVPD basis set) results for a molecular structure, C21H31CoN4O2PS4 at a distorted geometry.

```
! wB97M-V def2-TZVPD RIJCOSX def2/J DEFGRID3
* xyz 1 5
S -3.03 -2.53 0.01
C -2.57 1.22 -0.29
N -0.36 -0.37 2.48
C -2.30 3.44 0.52
H 2.33 -2.87 -0.97
H -3.46 2.93 -1.22
H -0.40 0.47 -4.43
H -0.86 3.88 6.22
H -0.78 2.10 -4.99
C 0.01 1.65 3.82
C -1.53 2.93 1.55
H -2.46 4.51 0.43
H 3.94 -1.55 -3.20
H -2.94 0.51 -1.02
H -1.77 -3.80 -1.61
P 1.14 -0.07 -1.68
Co -0.69 -1.04 0.44
H -1.85 2.57 4.38
C -0.79 2.51 4.58
H 1.93 -2.16 -4.60
H -3.30 -1.66 -2.23
C 2.21 -2.71 -3.70
H 1.31 -3.09 -3.22
H 0.51 3.09 -3.15
C -2.36 -4.04 -0.72
H -4.62 -2.77 -1.76
C 0.50 -2.36 3.00
H 1.31 -2.82 4.82
C 3.25 -2.51 -1.42
H -1.06 3.58 2.27
N 0.27 -1.10 3.37
H -3.18 -4.70 -0.97
C 1.12 3.11 5.91
S -0.49 -1.24 -1.93
C -3.98 -1.96 -1.43
S 0.12 -2.99 1.45
H -4.60 -1.13 -1.11
C -0.23 3.23 5.63
H 1.55 3.69 6.72
C -0.55 0.91 2.69
H 1.99 0.87 3.53
H 1.31 -4.11 3.64
H 2.82 2.19 -3.71
O 2.34 -0.52 -2.60
H -1.72 -4.51 0.03
H 3.75 -1.84 -0.72
C 2.99 -1.82 -2.74
H -1.40 1.54 -3.42
C -2.85 2.57 -0.41
N -1.83 0.72 0.69
C -0.55 1.50 -4.11
C 0.69 2.05 -3.43
H 2.03 0.96 -4.72
S 1.59 0.09 0.27
N 1.08 -3.17 3.90
H 3.90 -3.37 -1.60
H 2.98 2.17 5.37
C 1.37 1.52 4.13
C 1.92 2.26 5.16
C -1.34 1.55 1.63
H 1.85 2.68 -5.12
H 2.83 -3.55 -3.99
C 1.93 1.96 -4.30
O 0.93 1.43 -2.13
*
```

Results
energy above the lowest of the compared OMol25 structures with the same formula, charge and spin	0.00	kJ/mol
lowest unoccupied orbital energy (alpha / beta)	-0.136 / -0.220	hartree
HOMO-LUMO gap (alpha / beta)	0.2501 / 0.1829	Ha
strongest force on any atom	2.527	eV Å⁻¹
⟨S²⟩	6.046

***

DFT (ωB97M-V with the def2-TZVPD basis set) results for a molecular structure, C24H16N4O3SSeZr.

```
! wB97M-V def2-TZVPD RIJCOSX def2/J DEFGRID3
* xyz 0 1
C -0.33 3.77 -2.89
C 3.73 -0.65 -0.19
H -1.28 -6.13 1.63
C -2.02 2.24 -3.71
C -1.03 -0.10 2.82
C -1.48 -4.03 1.01
H -2.56 -3.97 0.98
C 0.16 1.74 1.64
H 3.40 -3.89 0.72
H -0.87 -0.98 6.09
N -0.05 2.19 -0.59
H -2.63 0.70 -2.81
N -0.09 1.29 0.47
C -1.31 -0.78 4.01
C -0.65 -0.44 5.17
H 0.78 0.87 6.11
C 0.55 1.29 4.03
C 2.39 -0.34 -0.16
H 2.05 0.65 -0.44
Se 0.56 -1.09 -3.26
H 4.46 0.10 -0.47
S 0.87 -5.02 1.29
C 4.11 -1.95 0.15
C -0.44 4.53 -4.02
C -0.61 -2.95 0.68
O -1.71 0.77 -1.29
H 0.17 5.42 -4.14
C -0.84 -5.19 1.35
H 1.26 2.11 4.03
N 1.44 -1.22 0.18
O -1.69 -0.44 1.71
C -1.33 4.15 -5.02
H -1.43 4.74 -5.92
H 5.15 -2.24 0.13
H 0.48 2.77 1.74
C -1.11 2.62 -2.70
N -1.81 -2.00 -1.78
Zr -0.84 -0.78 -0.06
H -2.05 -1.57 3.99
C -0.91 -1.74 -2.50
H -2.81 2.71 -5.63
H 0.35 4.04 -2.10
C 3.14 -2.87 0.48
C 1.80 -2.49 0.49
O -2.81 1.16 -3.65
C -0.94 1.83 -1.47
C 0.28 0.60 5.19
C 0.69 -3.37 0.79
C -0.08 0.94 2.83
C -2.11 3.02 -4.87
*
```

Results
energy above the lowest of the compared OMol25 structures with the same formula, charge and spin	83.12	kJ/mol
lowest unoccupied orbital energy	-0.027	hartree
HOMO-LUMO gap	0.2745	Ha
strongest force on any atom	0.464	eV Å⁻¹

***

DFT (ωB97M-V with the def2-TZVPD basis set) results for 2 unconnected molecules or ions with the total composition C8H11NO at a distorted geometry.

```
! wB97M-V def2-TZVPD RIJCOSX def2/J DEFGRID3
* xyz 0 1
C -0.17 -1.00 -0.53
C -1.96 0.21 -1.52
H -2.92 0.64 -1.35
H -2.02 0.63 -3.45
C -1.32 -0.24 -0.40
H 0.19 -1.62 0.25
H 0.32 -0.31 -3.98
H 0.81 1.58 3.79
O 0.13 1.08 0.72
C 0.66 0.84 1.72
C -0.10 -0.37 -2.94
C -1.43 0.13 -2.75
N 0.11 1.32 2.92
C 1.73 -0.27 1.91
H 1.88 -0.59 2.93
H -1.79 -0.41 0.53
H 2.78 0.06 1.94
H 1.67 -1.13 1.19
C 0.45 -1.04 -1.85
H 1.30 -1.69 -1.86
H -0.31 2.19 2.72
*
```

Results
energy above the lowest of the compared OMol25 structures with the same formula, charge and spin	251.60	kJ/mol
SMILES	c1ccccc1.CC(N)=O
lowest unoccupied orbital energy	0.028	hartree
HOMO-LUMO gap	0.3331	Ha
strongest force on any atom	5.696	eV Å⁻¹

***

DFT (ωB97M-V with the def2-TZVPD basis set) results for a single C24H28N4O2 molecule at a distorted geometry.

```
! wB97M-V def2-TZVPD RIJCOSX def2/J DEFGRID3
* xyz 0 1
H 3.12 3.20 -0.19
H -1.26 -0.54 -2.36
C 4.92 0.01 1.57
C 0.20 -2.72 -0.24
H -5.54 -1.14 1.51
C -2.26 -2.42 -0.65
H -2.29 -3.38 -0.13
C -2.93 1.72 -0.13
C 1.90 1.56 0.50
N -1.72 1.18 0.16
C -4.07 0.75 0.18
H -0.04 -3.51 0.46
N -2.93 -1.40 0.16
H 3.73 -1.50 -1.01
N 2.73 -0.04 2.04
H -3.44 -0.34 -1.56
C 2.63 -3.15 0.26
C 2.13 2.78 -0.13
C 1.85 -1.37 -1.34
C 3.91 -0.54 2.37
H -1.06 3.52 -1.00
H -3.17 0.66 2.16
H -4.99 1.22 -0.16
H -4.82 -1.07 -0.74
C 1.54 -2.40 -0.45
C -0.48 -1.06 -1.81
H 3.99 -1.26 3.15
C 0.62 1.05 0.59
H 1.78 -0.01 -3.81
H -4.65 -1.13 3.03
H 1.83 1.14 -2.48
C -0.23 2.97 -0.58
H 3.18 -2.50 0.94
N 2.96 0.84 1.06
H 4.64 1.52 -0.04
C -4.14 0.49 1.70
C 1.05 3.47 -0.67
C -3.86 -0.57 -0.58
H 1.22 4.42 -1.15
C -0.46 1.75 0.04
H -2.71 -2.08 2.10
H -4.01 -2.90 1.21
C -0.82 -2.06 -0.91
H 0.32 0.89 -3.37
O -3.12 2.83 -0.57
O 3.13 -0.98 -1.57
H 5.97 -0.21 1.61
H -4.85 1.17 2.16
C -4.56 -0.96 1.96
H -2.78 -2.56 -1.61
H 2.20 -3.96 0.85
C 0.84 -0.69 -2.03
H -1.75 0.19 0.43
H 0.47 0.10 1.08
H 3.33 -3.59 -0.45
C 4.27 0.90 0.75
C 1.21 0.40 -2.98
C -3.52 -1.92 1.38
*
```

Results
energy above the lowest of the compared OMol25 structures with the same formula, charge and spin	170.78	kJ/mol
SMILES	Cc1cc(CN2CCC[C@@H](C(=O)Nc3cccc(-n4cccn4)c3)C2)cc(C)c1O
lowest unoccupied orbital energy	0.027	hartree
HOMO-LUMO gap	0.3259	Ha
strongest force on any atom	1.010	eV Å⁻¹

***

DFT (ωB97M-V with the def2-TZVPD basis set) results for a molecular structure, C7H6NO2Se at a distorted geometry.

```
! wB97M-V def2-TZVPD RIJCOSX def2/J DEFGRID3
* xyz -1 3
C -0.10 0.08 -2.35
C -1.68 -1.57 -1.43
C -0.10 -0.09 1.02
Se 1.29 -0.19 -0.31
C -1.34 -0.63 0.88
O 1.59 0.76 2.45
H 2.71 2.00 -0.14
C -1.91 -1.42 -0.13
H -1.84 -0.69 1.76
H 1.18 2.12 -1.13
N -0.95 -0.73 -2.10
C 1.66 1.70 -0.22
H 1.19 1.92 0.74
H -2.88 -1.99 0.13
C 0.40 0.57 2.37
O -0.51 0.92 3.09
H -2.42 -2.11 -2.11
*
```

Results
lowest unoccupied orbital energy (alpha / beta)	0.116 / 0.044	hartree
HOMO-LUMO gap (alpha / beta)	0.1797 / 0.2049	Ha
strongest force on any atom	4.804	eV Å⁻¹
⟨S²⟩	2.023

***

DFT (ωB97M-V with the def2-TZVPD basis set) results for a single C6H13OP molecule at a distorted geometry.

```
! wB97M-V def2-TZVPD RIJCOSX def2/J DEFGRID3
* xyz 0 1
H 1.64 -0.17 0.72
H 1.69 -1.67 -3.13
H 1.38 0.77 3.11
H 0.92 -1.66 -0.68
C -0.93 -0.74 -0.86
H 1.97 1.79 1.82
C 1.14 1.30 2.23
C 0.86 -1.00 -2.72
H -2.98 1.27 0.37
C -1.98 1.30 0.89
H -1.76 2.41 1.41
C 0.15 -1.66 -1.48
P -0.44 0.85 -0.18
H -0.35 -2.61 -1.76
H 0.33 1.87 2.56
H 0.14 -0.71 1.55
H -2.05 0.53 1.74
C 0.68 0.25 1.17
O -2.06 -1.13 -0.82
H 1.42 -0.13 -2.32
H 0.26 -0.84 -3.61
*
```

Results
energy above the lowest of the compared OMol25 structures with the same formula, charge and spin	84.71	kJ/mol
SMILES	CCC(=O)P(C)CC
lowest unoccupied orbital energy	0.035	hartree
HOMO-LUMO gap	0.3474	Ha
strongest force on any atom	3.442	eV Å⁻¹

***

DFT (ωB97M-V with the def2-TZVPD basis set) results for a single C12H16N2OS molecule at a distorted geometry.

```
! wB97M-V def2-TZVPD RIJCOSX def2/J DEFGRID3
* xyz 0 1
H -2.71 0.15 2.44
C 1.50 1.50 -2.30
H 2.16 4.28 -4.04
S -0.30 -0.35 -2.35
H 3.26 2.75 -2.19
C -2.47 -0.81 2.89
H -0.33 -0.73 2.90
C -2.80 -0.76 4.31
H -2.64 -1.68 4.88
C -0.75 -1.23 0.94
H 1.37 -0.85 1.35
C 1.39 -1.74 -0.60
H 0.94 -2.66 -1.12
H -3.87 -0.47 4.37
H -0.95 -0.11 0.66
C 0.42 1.13 -3.04
H -3.17 -1.50 2.34
H -2.24 0.03 4.85
C 0.49 2.96 -4.30
C -1.11 -1.34 2.48
H 0.04 3.53 -5.14
C 1.71 3.38 -3.73
H 2.53 -1.92 -0.47
O 3.04 0.47 -0.84
C 2.02 0.42 -1.48
C 0.73 -1.56 0.83
C 2.33 2.62 -2.71
H -1.00 -2.35 2.89
N -0.15 1.88 -3.90
H -1.48 -1.89 0.34
H 0.93 -2.55 1.29
N 1.13 -0.65 -1.53
*
```

Results
energy above the lowest of the compared OMol25 structures with the same formula, charge and spin	174.47	kJ/mol
SMILES	CCCCCCn1sc2ncccc2c1=O
lowest unoccupied orbital energy	0.003	hartree
HOMO-LUMO gap	0.3078	Ha
strongest force on any atom	4.125	eV Å⁻¹

***

DFT (ωB97M-V with the def2-TZVPD basis set) results for 7 unconnected molecules or ions with the total composition C33H59IN3O28S6 at a distorted geometry.

```
! wB97M-V def2-TZVPD RIJCOSX def2/J DEFGRID3
* xyz 1 1
H 0.37 -4.19 0.11
H 2.27 -2.61 3.98
O -3.81 -1.89 -3.28
H -4.05 -3.96 7.62
S -4.69 -7.30 7.46
H -5.79 -2.28 -5.16
H -5.81 -2.01 -2.73
H 0.92 0.66 -4.47
C 2.87 1.15 1.30
C -4.07 7.00 4.04
C -4.06 -4.96 8.06
H -3.41 7.78 3.65
O 6.32 1.90 -8.40
O -4.64 3.91 5.09
H 2.16 1.78 -9.05
C -0.21 -0.15 -2.09
O 3.18 -2.37 -6.60
N 1.35 -1.81 2.25
H -0.04 2.95 8.50
C 0.67 3.91 -0.29
H -4.09 2.53 -1.87
C -1.33 1.99 2.89
C 2.78 -2.48 -2.94
H 6.02 -5.41 -6.09
H -0.03 1.81 1.20
O -3.17 -7.10 7.92
C 2.94 1.06 -8.81
H 3.56 -1.84 -3.37
H 3.33 2.06 -6.93
O -4.72 -7.76 6.12
O 2.62 2.69 6.45
O -0.85 -1.96 4.36
C 1.43 -1.97 3.74
H 2.91 1.14 2.39
C -3.12 2.66 -2.35
O 4.62 0.51 -7.29
H -6.30 -0.59 -4.98
S 3.64 -3.65 -6.19
O 1.72 0.60 5.50
S 5.41 0.84 -8.64
H -1.98 -5.49 8.46
H -1.30 1.29 6.25
H 2.34 3.02 -1.27
O -5.09 6.16 5.95
H -4.25 -4.89 9.13
O 2.99 -4.38 -5.16
O -3.07 4.98 6.68
H 3.74 -0.78 -1.40
H 2.40 0.37 -1.39
C -0.06 1.64 2.28
H 2.19 3.18 1.68
C -0.76 3.46 -0.62
S 1.56 1.77 6.30
C -5.15 -1.36 -3.30
O -1.22 4.13 -1.80
H -5.13 -0.37 -2.85
H -3.17 2.72 3.97
C 1.86 -1.65 -2.04
H -1.12 -0.74 -2.07
O -5.09 -5.75 7.46
O 5.84 -0.38 -9.22
H 3.23 -3.33 -2.45
H -3.25 2.60 -3.43
I 0.20 -4.61 4.97
C -2.38 2.28 3.39
C 5.15 -4.62 -7.91
O -5.39 -7.97 8.49
H 0.10 0.00 -1.05
O -2.14 -0.42 -4.34
H 0.72 2.25 2.75
C 2.68 -0.65 -1.18
H 3.85 0.82 0.97
S -3.04 -1.48 -4.63
H -0.58 -2.12 1.33
C 5.95 -4.47 -6.64
N 0.26 0.24 2.55
C 3.30 1.05 -7.34
H 1.32 -2.28 -1.33
H -4.07 7.95 5.99
C 2.58 2.60 0.85
H -1.43 3.70 0.21
H 0.67 4.32 0.72
C -4.75 7.41 5.33
O -4.29 -0.89 -5.41
H -2.46 1.85 -2.06
C -0.25 2.01 8.00
H 5.29 -3.78 -8.59
H -2.45 -5.58 6.75
O 3.78 -4.61 -7.46
C 1.72 2.77 -0.41
H 6.95 -4.07 -6.82
C 0.59 -3.87 1.12
N 1.86 0.10 0.88
C 1.59 -0.01 -3.94
O -3.29 5.84 4.41
H 1.04 -4.60 1.79
H -0.41 0.83 -2.51
O -2.59 -2.67 -5.26
O 4.17 1.43 -9.46
H 2.04 -0.67 -4.69
C -5.51 -1.30 -4.77
C 0.37 -2.61 1.53
O -3.27 4.99 -1.96
O 1.00 1.34 7.72
H 2.65 0.07 -9.16
H 1.17 1.88 -0.68
H -0.82 2.38 -0.76
C -0.85 2.22 6.63
H 3.56 3.04 0.64
H -0.88 1.39 8.64
O 5.19 -3.54 -5.85
C -2.79 -5.73 7.77
H 5.35 -5.55 -8.44
H -0.29 -0.20 3.29
C 1.16 -0.46 1.91
O 0.27 2.55 5.79
O 2.54 -0.96 0.23
C 0.16 -2.58 4.29
H -4.79 6.71 3.28
H 0.33 -1.64 -3.51
C 0.86 -0.89 -2.93
H 0.90 4.72 -0.99
H -1.59 3.02 6.60
H -5.65 8.00 5.16
H 2.19 -2.85 -3.77
C -2.57 4.02 -2.01
S -4.00 5.07 5.61
H 2.41 0.58 -3.53
H 1.54 -1.02 4.26
H 2.62 0.44 -6.75
*
```

Results
lowest unoccupied orbital energy	-0.119	hartree
HOMO-LUMO gap	0.3171	Ha
strongest force on any atom	2.004	eV Å⁻¹